1.
Molecular formula: C27H38Cl3N4P2ReS3Si
Method: DFT, ωB97M-V/def2-TZVPD

Each line ends with the Löwdin spin population.
Geometry (Å):
Re  -0.299405  2.519895  -1.508218  1.8786
C  -2.208761  0.819177  -4.133287  0.0007
P  -0.547351  0.911999  -3.403225  0.0256
C  0.377529  1.628159  -4.803695  0.0128
C  0.067417  -0.818811  -3.331978  0.0006
C  1.266418  -1.090329  -3.995518  -0.0008
C  1.750859  -2.385634  -4.105870  0.0001
C  1.031279  -3.435736  -3.560154  -0.0009
C  -0.143001  -3.166127  -2.872156  0.0005
C  -0.633369  -1.869654  -2.725063  -0.0001
P  -2.180254  -1.562438  -1.768418  0.0054
C  -3.349735  -2.639215  -2.700755  0.0009
C  -1.935092  -2.595234  -0.276006  0.0003
H  -2.186945  0.145272  -4.990412  -0.0005
H  -2.493022  1.817267  -4.466704  0.0000
H  -2.937983  0.471201  -3.405345  -0.0005
H  0.326804  0.972191  -5.673212  0.0013
H  1.412738  1.821944  -4.536104  0.0012
H  -0.089467  2.581499  -5.056387  -0.0004
H  1.848382  -0.291953  -4.431943  0.0001
H  2.680455  -2.568464  -4.629808  0.0000
H  1.381169  -4.455278  -3.665517  0.0000
H  -0.693951  -3.990940  -2.435628  0.0000
H  -3.081642  -3.695485  -2.630420  0.0002
H  -3.369502  -2.353079  -3.753016  0.0000
H  -4.353391  -2.509585  -2.293686  0.0000
H  -1.567360  -3.596526  -0.505243  0.0000
H  -2.909480  -2.693773  0.206184  0.0000
H  -1.254398  -2.102745  0.417872  0.0002
S  -2.516469  2.097560  -0.731879  0.2060
C  -2.468125  2.616211  0.930426  0.0660
C  -3.499859  2.232518  1.793065  0.0045
C  -3.485609  2.610675  3.120124  0.0345
C  -4.538641  2.152695  3.996478  0.0031
N  -5.371402  1.770552  4.688112  0.0155
C  -2.444318  3.418109  3.617246  0.0091
C  -1.437179  3.823395  2.768970  0.0311
C  -1.428980  3.410318  1.429508  0.0441
S  -0.094196  3.861959  0.434072  0.3591
C  -2.402225  3.810596  5.005728  0.0001
N  -2.332453  4.131439  6.105883  -0.0003
H  -4.308880  1.617786  1.421942  -0.0008
H  -0.637530  4.448231  3.146043  0.0004
C  1.833287  -0.060294  4.800646  0.0000
C  1.501041  1.427482  4.883481  0.0004
C  2.084968  2.282567  3.759198  0.0009
C  1.584842  1.922641  2.364268  0.0116
N  2.314433  0.782480  1.817612  0.0071
C  1.936140  0.039692  0.777086  0.0048
S  0.480634  0.292808  -0.101577  0.0166
N  2.713302  -1.007098  0.494489  -0.0009
C  2.590200  -1.930150  -0.634601  -0.0001
C  2.904508  -3.357907  -0.210632  0.0000
C  1.769317  -4.072511  0.520202  0.0000
C  1.345740  -3.451842  1.849210  0.0000
H  1.461820  -0.588710  5.678274  0.0000
H  2.915560  -0.221403  4.760161  0.0000
H  1.383582  -0.533318  3.924655  0.0000
H  1.863960  1.822485  5.834212  0.0001
H  0.413967  1.555633  4.894709  0.0000
H  3.180933  2.239049  3.778660  0.0000
H  1.826006  3.327874  3.939220  0.0001
H  1.694888  2.765698  1.685253  0.0085
H  0.524398  1.661821  2.400976  -0.0001
H  3.170600  0.532953  2.289870  0.0002
H  3.508400  -1.162499  1.097460  0.0000
H  3.269958  -1.608622  -1.425671  0.0000
H  1.577977  -1.856191  -1.024183  0.0000
H  3.813538  -3.366588  0.404025  0.0000
H  3.149706  -3.917795  -1.115815  0.0000
H  2.078652  -5.105657  0.692273  0.0000
H  0.903048  -4.115237  -0.147930  0.0000
H  2.197257  -3.352759  2.528972  0.0000
H  0.603127  -4.076873  2.346378  0.0000
H  0.901971  -2.462774  1.716153  0.0000
Cl  1.909859  2.875021  -1.982090  0.2309
Si  -1.164306  4.324797  -2.707879  0.0380
Cl  -0.212056  6.067612  -2.993513  -0.0069
Cl  -2.974330  4.457972  -3.585552  -0.0089

Atomic forces in eV per Å
0.057 -0.936 1.346
-0.065 -0.013 0.028
0.004 -0.086 -0.259
-0.031 -0.020 -0.022
0.135 0.123 -0.092
0.077 -0.022 0.062
-0.014 0.026 0.017
-0.039 0.041 0.043
0.039 -0.024 0.033
-0.066 -0.129 -0.025
-0.034 0.154 0.002
0.041 -0.022 0.024
0.000 -0.044 -0.008
-0.016 -0.007 0.004
0.002 -0.022 -0.036
0.003 0.016 -0.002
-0.013 0.014 0.007
0.014 0.025 0.001
-0.004 0.001 -0.013
-0.015 -0.001 -0.027
-0.019 0.009 0.003
-0.014 0.020 0.014
0.010 0.000 -0.016
0.008 0.022 -0.039
-0.010 0.025 0.022
0.015 -0.005 0.006
-0.016 -0.001 0.031
0.019 0.010 0.040
0.002 -0.004 -0.030
0.140 -0.068 -0.181
-0.095 0.029 0.152
0.016 -0.030 -0.188
-0.205 -0.070 0.271
0.218 0.107 -0.142
-0.004 0.002 -0.022
-0.084 0.021 0.311
0.093 0.020 -0.190
-0.140 0.033 0.214
-0.003 0.302 -0.541
-0.013 -0.060 -0.259
0.006 -0.015 -0.005
0.007 -0.001 0.004
-0.008 -0.004 -0.017
0.008 0.006 -0.021
0.016 -0.029 0.018
-0.035 -0.082 -0.021
0.087 -0.149 0.139
-0.210 0.118 -0.153
0.470 0.267 0.016
-0.740 0.018 -0.132
-0.096 0.026 -0.199
0.057 0.005 0.045
-0.025 -0.003 0.034
-0.021 -0.012 0.012
0.025 0.019 0.000
0.003 0.015 -0.001
-0.024 0.001 -0.001
0.008 0.011 0.010
-0.021 0.002 0.004
0.007 0.008 0.009
-0.017 0.031 -0.007
0.023 0.006 0.011
0.124 -0.026 0.059
-0.005 -0.006 -0.042
0.015 0.006 0.007
-0.014 -0.051 0.018
0.034 0.029 -0.011
-0.037 0.009 0.001
-0.007 -0.012 -0.026
0.007 -0.005 0.010
-0.030 -0.009 -0.001
0.003 -0.017 -0.011
-0.024 0.009 -0.016
0.014 0.000 -0.014
-0.001 -0.025 0.004
0.517 0.274 -0.222
-0.087 0.015 -0.012
-0.005 0.039 -0.014
-0.015 0.094 -0.012

Its LUMO energy (spin up / spin down) is -0.1269 / -0.1992 Ha. Its spin multiplicity is 4. The HOMO-LUMO gap (spin up / spin down) comes out at 7.2 / 5.7 eV. Its energy above the lowest of the compared OMol25 structures with the same formula, charge and spin is 0.00 kcal per mole. The calculation puts the HOMO energy (spin up / spin down) at -10.6 / -11.1 eV. The total charge is +1.

2.
Molecular formula: C11H14N6O4Si
Method: DFT, ωB97M-V/def2-TZVPD

Each line ends with the natural charge from an NBO analysis.
Geometry (Å):
C  -0.614734  -2.716419  2.362253  -1.1383
Si  -0.919902  -1.132703  1.446052  1.7813
C  -1.554349  -1.392467  -0.284307  -1.1377
C  -2.109762  -0.063230  2.386297  -1.1386
N  0.734073  -0.374959  1.293631  -0.6505
C  1.835141  -0.873383  0.672589  0.2822
N  2.817408  0.021467  0.743098  -0.2790
C  2.318603  1.125945  1.451928  -0.0239
C  1.059673  0.894153  1.774975  -0.0530
H  -1.617059  -3.172252  2.320642  0.2432
H  0.111315  -3.400402  1.900351  0.2549
H  -0.330686  -2.590169  3.417533  0.2618
H  -2.482691  -1.964774  -0.113929  0.2459
H  -1.824233  -0.465096  -0.813630  0.2618
H  -0.905253  -1.979239  -0.951470  0.2562
H  -2.968670  -0.754168  2.338792  0.2511
H  -1.898353  0.132344  3.445186  0.2604
H  -2.420821  0.883288  1.925950  0.2606
H  1.864887  -1.836260  0.200714  0.2405
H  2.918226  1.996087  1.651787  0.2567
H  0.338786  1.539040  2.284410  0.2442
O  3.625475  2.168152  -1.308140  -0.4833
N  4.331827  1.281131  -1.835033  0.4851
C  4.531785  0.057331  -1.203704  -0.1723
C  4.193957  0.039108  0.299152  -0.0867
C  5.033030  -1.085379  0.836314  -0.0549
N  5.470103  -1.065122  2.098011  0.3981
O  4.998958  -0.597838  3.131924  -0.4305
O  6.781290  -1.679341  2.143679  -0.1727
N  7.141441  -2.159882  0.912898  -0.1076
C  6.123820  -1.735111  0.079382  0.3054
N  6.358632  -1.568764  -1.198447  -0.5079
C  5.528868  -0.754386  -1.837549  0.1434
O  4.924959  1.491786  -2.951923  -0.4756
H  4.387723  1.071318  0.698068  0.2393
H  5.728405  -0.604396  -2.912237  0.2407

Atomic forces in eV per Å
-0.378 -0.154 -0.011
0.825 0.081 -0.229
-0.288 -0.173 0.001
-0.115 0.013 0.063
0.382 0.135 -0.252
-0.721 0.961 0.592
-2.392 0.355 0.812
1.507 -0.005 -0.641
-1.504 -0.530 0.177
0.333 -0.351 0.235
-0.293 0.216 -0.004
-0.149 0.110 -0.346
0.164 0.094 -0.376
0.122 -0.238 0.313
-0.156 0.110 0.332
-0.121 0.364 0.223
0.095 -0.220 -0.271
0.164 -0.318 -0.081
0.213 -0.106 -0.112
0.127 -0.095 -0.139
0.382 -0.492 -0.239
0.358 -0.975 0.090
0.689 1.164 -2.211
-0.275 0.033 0.354
1.644 0.448 -1.476
2.197 0.042 0.467
0.547 -0.185 -0.151
0.440 -0.195 -0.596
-1.584 -0.369 0.873
-2.920 1.505 -1.521
1.593 0.763 3.575
-1.096 -0.348 -3.085
0.762 -0.453 0.950
-1.433 -0.197 2.079
1.166 -1.012 -0.205
-0.287 0.021 0.807

Its LUMO energy is -0.0060 Ha. The HOMO-LUMO gap comes out at 7.5 eV. The calculation puts the HOMO energy at -7.7 eV.

3.
Molecular formula: C13H14Br3F5N3Zn
Method: DFT, ωB97M-V/def2-TZVPD

Each line ends with the natural charge from an NBO analysis.
Geometry (Å):
Zn  -0.445800  -0.550300  0.445200  1.4685
Br  1.747600  0.320800  -1.135600  0.0281
C  1.992800  2.133000  -0.462300  -0.5101
Br  0.438000  2.722600  0.505000  0.0857
H  2.154300  2.783500  -1.317900  0.2512
H  2.845500  2.123400  0.211100  0.2406
F  -2.080900  1.093500  -1.389400  -0.3417
C  -2.136200  0.184100  -0.374700  0.0940
F  -2.908500  0.775600  0.610300  -0.3770
C  -2.912900  -1.036700  -0.859300  0.8907
F  -4.140100  -0.851200  -1.292800  -0.2870
F  -2.961600  -1.911400  0.177500  -0.3438
F  -2.203500  -1.659300  -1.814900  -0.3278
C  -1.406200  1.485200  5.380600  -0.6572
C  -0.582400  0.793900  4.366700  0.2286
C  0.685800  0.244400  4.445300  -0.3370
C  0.967800  -0.274800  3.181900  0.2049
N  -0.073800  -0.058000  2.371400  -0.5174
N  -1.003700  0.589500  3.109700  -0.3306
C  2.206500  -0.955700  2.730300  -0.6534
H  -1.081100  1.210500  6.381000  0.2499
H  -2.458500  1.233600  5.261300  0.2386
H  -1.301000  2.565200  5.270300  0.2479
H  1.327200  0.228800  5.300000  0.2463
H  -1.873000  0.902100  2.703500  0.4393
H  2.474400  -1.741600  3.434300  0.2469
H  3.033600  -0.247400  2.709100  0.2435
H  2.087000  -1.391900  1.738600  0.2209
Br  0.938600  -4.952500  -2.978500  0.1409
C  0.366700  -4.387200  -1.273200  -0.1143
C  -0.034400  -5.302500  -0.307000  -0.1491
C  -0.431400  -4.812900  0.925900  -0.2241
C  -0.428500  -3.446700  1.147400  0.0592
N  -0.052000  -2.571200  0.210700  -0.6217
C  0.343400  -3.032300  -0.972700  0.0298
H  -0.045500  -6.358200  -0.527900  0.2530
H  -0.742300  -5.485000  1.709200  0.2485
H  -0.735100  -3.031300  2.096800  0.2170
H  0.641700  -2.302100  -1.711900  0.2180

Atomic forces in eV per Å
0.292 0.144 0.177
0.012 -0.003 0.105
-0.114 0.119 0.177
0.195 0.159 -0.148
-0.083 -0.164 0.079
-0.128 -0.064 -0.121
0.095 -0.200 0.031
0.039 0.027 -0.249
-0.134 0.072 0.262
0.148 -0.348 0.194
-0.203 0.243 -0.101
-0.239 -0.022 0.244
0.046 0.117 -0.388
-0.110 0.221 0.042
0.358 -0.261 -0.110
-0.237 0.118 -0.117
-0.367 0.155 -0.010
0.110 -0.349 -0.256
0.039 0.081 0.162
0.022 -0.066 -0.049
-0.044 0.003 -0.010
-0.044 -0.001 0.080
-0.031 0.025 0.066
0.133 -0.011 0.262
-0.005 -0.120 -0.197
0.028 -0.066 -0.038
0.057 0.009 -0.067
0.045 0.004 0.015
-0.084 0.098 0.230
0.042 0.026 0.011
0.028 0.343 -0.210
0.035 0.155 0.014
-0.007 -0.160 0.142
0.071 0.160 0.112
0.135 -0.301 -0.399
0.033 -0.098 0.023
-0.051 -0.025 0.079
-0.053 0.009 0.059
-0.031 -0.030 -0.096

Its LUMO energy is -0.1132 Ha. The HOMO-LUMO gap comes out at 9.7 eV. The calculation puts the HOMO energy at -12.7 eV. The total charge is +1.

4.
Molecular formula: C4H8NOS
Method: DFT, ωB97M-V/def2-TZVPD

Each line ends with the natural charge from an NBO analysis.
Geometry (Å):
O  2.449246  2.406714  -1.413257  -0.6515
C  1.710678  1.500822  -0.964695  0.5388
N  0.966964  0.482180  -1.454957  -0.6105
C  0.424254  -0.558722  -0.635800  -0.2359
C  0.363485  -0.417515  0.869876  -0.4417
C  -0.841078  -1.100617  1.629731  -0.5336
S  -2.425123  -1.001699  0.842835  -0.6916
H  1.356868  1.700188  0.222661  0.0824
H  0.657321  0.555352  -2.376974  0.3940
H  0.828333  -1.609357  -1.013013  0.1586
H  -0.578044  -0.757955  -0.998419  0.2431
H  0.346981  0.519732  1.392995  0.2159
H  1.353483  -0.958531  1.084148  0.1795
H  -0.945884  -0.480651  2.515430  0.1840
H  -0.523848  -2.114372  1.783885  0.1685

Atomic forces in eV per Å
-1.624 -2.602 -0.579
-0.554 3.097 3.822
1.969 1.572 0.922
-1.695 -2.463 -1.446
1.621 -1.977 0.567
0.838 0.577 -1.023
-0.883 -0.030 -0.732
1.419 -1.012 -2.657
-0.158 -0.195 -1.704
0.229 1.898 1.281
-0.777 0.605 0.178
0.523 0.924 -0.917
-1.154 0.897 0.969
0.389 -0.655 0.610
-0.142 -0.637 0.711

The structure (SMILES) is O=CNCCC[S-]. Its LUMO energy is 0.1349 Ha. The HOMO-LUMO gap comes out at 6.3 eV. Its energy above the lowest of the compared OMol25 structures with the same formula, charge and spin is 52.76 kcal per mole. The calculation puts the HOMO energy at -2.6 eV. The total charge is -1.

5.
Molecular formula: H4N2O2
Method: DFT, ωB97M-V/def2-TZVPD

Each line ends with the natural charge from an NBO analysis.
Geometry (Å):
N  -0.231359  -0.775764  1.310462  -0.3730
N  0.172136  0.674683  -0.998568  -0.1998
O  0.110570  0.393696  0.948390  -0.3544
O  0.579418  -0.163069  -1.881343  -0.4269
H  0.413707  -1.430447  1.496488  0.3297
H  -1.014134  -1.161877  0.858407  0.3219
H  -0.810268  0.843704  -0.729445  0.3581
H  0.779929  1.619075  -1.004390  0.3442

Atomic forces in eV per Å
-2.499 1.422 0.033
2.506 2.633 -2.168
0.620 1.335 1.143
-1.200 0.485 1.249
3.473 -2.516 0.733
-1.522 -0.386 -0.550
0.387 -0.475 -0.920
-1.765 -2.499 0.479

Its LUMO energy (spin up / spin down) is 0.0227 / 0.0192 Ha. The HOMO-LUMO gap (spin up / spin down) comes out at 9.4 / 8.9 eV. Its energy above the lowest of the compared OMol25 structures with the same formula, charge and spin is 54.59 kcal per mole. The calculation puts the HOMO energy (spin up / spin down) at -8.8 / -8.4 eV.

6.
Molecular formula: C5H11NO
Method: DFT, ωB97M-V/def2-TZVPD

Each line ends with the Löwdin spin population.
Geometry (Å):
C  1.078699  -0.858089  -0.598331  -0.0123
C  2.366874  -0.094659  -0.616827  -0.0026
C  -0.276749  -0.249269  -0.998340  -0.0218
N  -0.910685  0.638313  -0.026248  0.6008
C  -0.402421  0.984223  1.298605  0.0679
C  -1.212559  0.221713  2.256956  0.0526
O  -0.906331  -0.693635  -1.974995  0.2725
H  0.961987  -1.029832  0.511170  -0.0044
H  1.284217  -1.841981  -1.190884  -0.0005
H  2.842645  -0.461626  0.331570  0.0002
H  2.247881  0.945456  -0.514655  0.0003
H  2.971045  -0.317571  -1.431098  0.0001
H  -1.859931  0.818532  -0.092335  0.0137
H  -0.536056  2.047795  1.461367  0.0255
H  0.705164  0.621596  1.143482  -0.0005
H  -0.942149  0.666838  3.232603  0.0083
H  -2.336341  0.432053  2.146348  0.0003
H  -1.036082  -0.823890  2.333748  0.0000

Atomic forces in eV per Å
-0.888 -1.536 0.506
0.178 -0.424 2.474
0.040 -2.192 -1.692
2.229 -0.660 -0.482
3.219 -1.307 -2.931
-2.241 0.905 2.398
0.576 2.087 2.628
-0.371 -0.859 -1.271
-1.152 1.686 1.256
0.348 0.587 -1.130
-0.056 1.461 0.008
1.031 -0.267 -1.489
-2.685 0.356 -1.052
0.256 0.317 -0.192
-1.970 1.434 1.452
-0.254 -0.364 -0.188
1.562 -0.367 0.048
0.178 -0.857 -0.341

Its LUMO energy (spin up / spin down) is -0.1466 / -0.3260 Ha. Its spin multiplicity is 2. The HOMO-LUMO gap (spin up / spin down) comes out at 11.8 / 6.7 eV. Its energy above the lowest of the compared OMol25 structures with the same formula, charge and spin is 58.85 kcal per mole. The calculation puts the HOMO energy (spin up / spin down) at -15.8 / -15.6 eV. The total charge is +1.